1.
A 2-piece molecular cluster, C3H9N4 overall at a distorted geometry, computed with ωB97M-V/def2-TZVPD.

```
16
Properties=species:S:1:pos:R:3:forces:R:3:mulliken_charge:R:1
C 1.510679 -0.770896 -0.460303 1.0 -0.6 1.1 0.044
C 1.916726 -0.411760 0.894057 -0.1 6.9 -1.9 -1.011
C -2.200479 1.525385 -0.105339 -1.7 -0.5 0.7 -0.713
N -1.878333 -0.834969 0.114228 -2.1 0.5 -0.4 0.879
N -2.035709 -1.975689 0.393062 1.1 -1.1 1.1 -0.600
N 0.324749 -0.766232 -0.817860 -2.8 -0.9 -1.4 -0.466
N -2.411922 0.141422 -0.193545 0.6 -0.5 -0.6 -0.058
H 2.314039 -1.093711 -1.068877 0.8 -0.5 -1.0 0.394
H 1.124909 0.142340 1.440681 0.3 -0.8 -0.1 0.240
H 2.723826 0.471896 0.691989 -1.4 -2.1 0.8 0.283
H 2.359377 -1.139885 1.408988 1.8 -3.0 2.1 0.364
H -2.721688 1.910083 -0.904810 -0.4 1.2 -2.2 0.333
H -1.223904 1.798190 0.003450 2.7 0.6 0.0 0.368
H -2.780855 1.879076 0.692659 -0.6 0.5 1.7 0.365
H -1.230553 -2.530947 0.136818 0.3 -0.6 -0.2 0.344
H 0.125560 -1.227251 -1.734234 0.6 0.9 0.5 0.236
```
Forces are in eV/Å.

Values from the calculation:
Highest occupied orbital energy, Eh: -0.5345
Net charge: +1
Multiplicity: 1



2.
An isolated ion of composition C3H9N4O and charge +1 at a distorted geometry, computed with ωB97M-V/def2-TZVPD.

```
17
Properties=species:S:1:pos:R:3:forces:R:3:mulliken_charge:R:1
C 0.899747 0.455329 -1.255679 0.5 -2.3 -1.0 -0.446
C -0.106172 0.045124 1.296127 0.3 -2.7 -1.1 0.118
C -0.252066 -2.287859 1.241446 5.8 2.1 -2.6 -0.585
N 1.766124 0.452664 -0.005979 1.8 -0.8 -0.7 -0.246
N 1.206966 0.090773 0.969156 -0.4 -0.2 1.7 0.104
N -0.439704 0.431895 -0.998227 -1.1 0.8 0.5 -0.529
N -1.030563 1.799853 -1.101116 3.4 0.5 3.2 -0.204
O -0.730838 -1.042374 1.704497 0.5 2.5 -0.3 -0.285
H 1.462913 1.200033 -1.795560 -0.6 0.6 -0.8 0.409
H 1.057273 -0.576214 -1.759256 0.7 1.5 0.9 0.329
H -0.305537 0.965464 1.738025 -1.5 1.4 1.0 0.442
H 0.111907 -2.246773 0.139686 -1.7 -0.1 1.3 0.219
H -0.963782 -2.930957 1.498278 -2.6 -3.0 0.6 0.291
H 0.773242 -2.504239 1.667144 -1.3 0.1 0.5 0.332
H -0.814094 2.413642 -0.152237 -1.1 -1.4 -3.3 0.370
H -1.951938 1.517782 -1.223175 -2.5 0.3 0.1 0.303
H -0.683476 2.215856 -1.963131 0.0 0.6 0.2 0.379
```
Forces are in eV/Å.

Values from the calculation:
Highest occupied orbital energy, Eh: -0.4958
Net charge: +1
Multiplicity: 1



3.
An isolated ion of composition C3H9N4O and charge +1 at a distorted geometry, computed with ωB97M-V/def2-TZVPD.

```
17
Properties=species:S:1:pos:R:3:forces:R:3:lowdin_spin:R:1
C 0.086633 0.987700 -0.185009 -3.3 -11.3 3.0 0.561
C -1.180750 -1.114936 -0.631945 0.2 1.8 3.5 0.011
C -1.322139 0.402492 -0.249485 1.6 -0.1 -2.2 0.051
N 0.252669 2.186930 -0.450865 3.5 11.6 -2.1 0.829
N 0.972268 -0.092483 0.019909 0.7 0.6 -0.2 0.362
N 2.220538 -0.096004 0.636923 0.0 -0.7 -0.6 0.044
N 0.167448 -1.395721 -0.033541 3.8 -1.0 0.8 0.009
O -1.921385 0.312937 1.009771 -1.1 4.0 1.3 0.067
H -1.854241 -1.677209 0.003037 -0.5 -0.2 -0.4 0.003
H -1.119277 -1.430437 -1.611270 -0.2 -0.3 -2.1 0.001
H -1.736446 1.061811 -1.060160 -0.9 -0.9 1.0 0.004
H 1.118877 2.803623 -0.403969 -1.3 -1.7 -0.3 0.025
H 2.409695 0.481095 1.463904 -1.3 -0.2 0.0 0.012
H 2.951723 0.151079 -0.029227 -0.3 -0.4 -0.2 0.010
H 0.320173 -1.888261 0.932152 -1.0 1.2 -1.9 0.004
H 0.666640 -2.009915 -0.733916 -0.2 0.7 1.1 0.007
H -2.032418 1.317296 1.323688 0.2 -3.3 -0.7 0.002
```
Forces are in eV/Å.

Values from the calculation:
Highest occupied orbital energy (spin up / spin down), Eh: -0.3442 / -0.5042
Net charge: +1
Multiplicity: 3



4.
A single C3H9N5 molecule at a distorted geometry, computed with ωB97M-V/def2-TZVPD.

```
17
Properties=species:S:1:pos:R:3:forces:R:3:mulliken_charge:R:1
C -1.992092 -0.220947 0.870692 -2.6 0.1 2.5 0.140
C 0.725731 -2.186325 0.414952 2.4 2.0 2.9 -0.875
C 0.914674 2.090750 -1.524478 0.4 1.3 2.6 -0.770
N -1.275562 -1.121910 0.206322 -0.5 0.1 -0.7 -1.037
N -1.631310 0.831063 1.546116 1.1 -1.1 -1.6 -0.623
N 0.760477 0.065342 -0.241153 -2.9 1.8 -1.2 0.224
N 0.010446 -0.963671 0.182533 3.0 -0.2 0.3 0.814
N 0.160952 1.114110 -0.729318 0.1 -0.9 -0.2 -0.505
H -2.989830 -0.770433 1.066985 0.8 1.5 -0.7 0.289
H 0.347912 -2.924047 -0.158311 -1.4 -2.4 -1.9 0.353
H 1.767489 -2.022352 0.154644 0.3 -0.2 -0.1 0.342
H 0.707916 -2.475861 1.498975 -0.2 0.3 -0.9 0.258
H 0.136326 2.619750 -2.013635 -0.7 0.5 -0.6 0.314
H 1.429368 2.931255 -0.895645 -0.6 -1.6 -0.8 0.254
H 1.584566 1.746868 -2.282524 0.6 -0.7 -0.3 0.320
H -2.400705 1.252921 2.015172 -0.8 0.1 0.4 0.228
H 1.743643 0.033489 -0.111327 1.1 -0.6 0.2 0.273
```
Forces are in eV/Å.

Values from the calculation:
Highest occupied orbital energy (spin up / spin down), Eh: -0.2757 / -0.2749
Multiplicity: 1



5.
A single C3H9N5 molecule at a distorted geometry, computed with ωB97M-V/def2-TZVPD.

```
17
Properties=species:S:1:pos:R:3:forces:R:3:mulliken_charge:R:1
H 1.720080 1.312358 0.454035 -4.3 1.1 0.5 0.334
N 0.629832 1.786041 0.521600 5.8 0.4 1.9 -0.705
C -0.108030 1.402231 -0.378275 -1.6 -1.4 -3.1 0.278
N -1.192852 2.244238 -0.795385 -3.7 -1.2 2.1 -0.655
C 0.233425 0.109442 -1.236787 0.6 1.8 -3.1 -0.359
N 1.176462 -0.775365 -0.468736 -2.1 -1.2 -1.1 -0.361
C 0.533587 -1.929788 0.090644 3.8 -3.9 -0.3 0.003
N -0.322363 -2.179165 0.979990 -0.6 3.4 -0.2 -0.430
N -0.897699 -0.878582 1.323985 1.2 1.1 3.7 -0.395
H -1.333458 3.008643 -0.061855 0.9 -1.2 -1.3 0.357
H -2.236567 1.759755 -0.727306 3.6 1.0 -0.6 0.295
H 0.953872 0.489938 -2.125824 -1.8 -0.5 1.9 0.335
H -0.717729 -0.302345 -1.884032 2.3 0.4 2.2 0.216
H 1.874909 -1.204404 -1.113656 -0.9 0.9 0.6 0.323
H 1.178710 -2.870706 -0.080790 -1.1 1.3 -0.4 0.246
H -1.052269 -0.952633 2.400303 -0.2 0.0 -2.4 0.313
H -0.095092 -0.112077 1.355457 -1.8 -2.0 -0.4 0.204
```
Forces are in eV/Å.

Values from the calculation:
Highest occupied orbital energy, Eh: -0.3300
Multiplicity: 1
Structure (SMILES): [H]/N=C(/N)CN/C=N\N



6.
C3H9N5 as an isolated structure, computed with ωB97M-V/def2-TZVPD.

```
17
Properties=species:S:1:pos:R:3:forces:R:3:mulliken_charge:R:1
C 1.444584 -0.381362 -0.599684 -0.1 0.0 0.0 -1.417
C -0.898176 -0.601301 0.434887 -0.1 0.4 0.4 -0.053
C -0.029037 -0.079864 -0.619216 0.3 0.6 0.5 1.043
N 0.995332 1.697183 1.523739 0.1 -0.1 0.0 -0.511
N -1.942389 -1.491614 0.262322 0.0 -0.1 0.0 -0.455
N -0.561056 0.047077 -1.890793 0.0 0.1 0.1 -0.498
N -0.728809 0.182630 1.470595 0.0 -0.4 -0.4 -0.737
N -0.120382 1.247757 0.824038 -0.1 -0.5 -0.7 0.051
H 0.930816 2.698041 1.668363 0.0 -0.1 0.0 0.231
H 1.132392 1.192061 2.396664 -0.1 0.1 -0.1 0.254
H -2.507791 -1.626305 1.087761 0.1 0.0 0.0 0.262
H -1.717164 -2.350547 -0.218487 0.0 0.1 0.1 0.231
H -1.506302 0.398779 -1.937919 0.1 0.0 0.0 0.232
H 0.047773 0.422993 -2.601401 0.0 0.0 0.1 0.233
H 2.009164 0.467575 -0.995406 0.0 0.0 0.0 0.334
H 1.657825 -1.259688 -1.217696 0.0 0.0 0.0 0.398
H 1.793221 -0.563418 0.412233 0.0 0.0 0.0 0.400
```
Forces are in eV/Å.

Values from the calculation:
Highest occupied orbital energy, Eh: -0.2556
Multiplicity: 1



7.
A single C3H9N5 molecule, computed with ωB97M-V/def2-TZVPD.

```
17
Properties=species:S:1:pos:R:3:forces:R:3:mulliken_charge:R:1
C -0.510278 1.238709 0.121275 0.1 -0.1 0.0 -0.790
C 0.367872 -0.137556 -1.796088 0.1 0.0 0.2 -0.790
N 0.607988 0.626493 -0.579233 0.0 -0.1 0.0 0.516
C -1.473690 0.221828 0.680144 0.0 -0.3 0.1 0.445
N -0.840965 -0.925135 1.592492 0.0 0.2 -0.1 -0.484
N 1.681054 0.392122 0.176629 0.1 -0.3 -0.2 -0.228
N 2.507845 -0.420016 -0.311101 -0.4 0.3 0.1 -0.733
N -2.680354 -0.018515 0.621128 0.2 0.0 0.1 -0.789
H -0.435601 -0.627354 2.480594 -0.1 0.0 -0.1 0.281
H -0.195285 -1.570242 1.134725 -0.1 0.1 0.0 0.277
H 3.279046 -0.452462 0.358355 -0.1 0.0 0.0 0.262
H -2.077095 -1.068520 1.474556 0.1 0.1 -0.1 0.453
H -1.066600 1.883172 -0.558969 0.0 0.0 0.0 0.311
H -0.089928 1.850822 0.920493 0.0 0.0 0.0 0.341
H -0.538834 0.240910 -2.262249 0.0 0.0 0.0 0.346
H 1.215458 -0.028838 -2.471091 0.0 0.0 0.0 0.307
H 0.249366 -1.205417 -1.581659 0.0 0.0 0.0 0.273
```
Forces are in eV/Å.

Values from the calculation:
Highest occupied orbital energy, Eh: -0.3099
Multiplicity: 1



8.
A single C3H9N5O2 molecule at a distorted geometry, computed with ωB97M-V/def2-TZVPD.

```
19
Properties=species:S:1:pos:R:3:forces:R:3:mulliken_charge:R:1
C 1.007104 -1.398568 -0.225176 2.1 1.1 -1.7 -0.638
C 1.514748 -0.356766 0.872394 -0.2 0.9 -1.5 -0.374
C -0.910133 -0.270200 -0.624070 -3.0 1.3 -1.0 0.139
N -0.407289 -1.456237 -0.371561 1.6 -0.9 -0.8 -0.189
N 0.389992 0.472718 1.251439 0.9 1.7 -0.8 -0.145
N -0.830178 0.582812 -1.687893 1.9 -1.3 0.0 -0.400
N 0.591270 1.813304 1.018332 0.3 -1.6 0.3 -0.374
N -2.135566 -0.111259 -0.003186 -1.0 0.9 1.0 0.950
O -2.498446 -1.026016 0.817790 -0.2 1.4 -0.8 -0.750
O -2.743032 0.984924 -0.245832 0.0 -1.3 0.9 -0.730
H 1.339560 -0.901190 -1.208857 0.0 -1.3 1.2 0.212
H 1.529404 -2.369102 -0.086294 -0.7 0.6 -0.3 0.386
H 1.766146 -0.975918 1.656724 0.6 -1.1 2.2 0.291
H 2.492460 0.170646 0.562450 -1.6 -0.5 0.1 0.327
H -1.087773 -1.811314 0.290896 0.3 -1.0 1.0 0.357
H -1.256465 1.444532 -1.484720 -0.9 1.1 0.2 0.257
H 0.021593 0.661743 -2.203579 0.5 -0.2 -0.1 0.218
H 1.483108 2.225609 0.729523 -0.6 -0.5 0.0 0.213
H -0.266512 2.320284 0.941623 -0.1 0.4 0.1 0.250
```
Forces are in eV/Å.

Values from the calculation:
Highest occupied orbital energy (spin up / spin down), Eh: -0.2635 / -0.2995
Multiplicity: 1



9.
A single C3H9NO molecule at a distorted geometry, computed with ωB97M-V/def2-TZVPD.

```
14
Properties=species:S:1:pos:R:3:forces:R:3:mulliken_charge:R:1
C -0.719446 1.403398 0.065281 1.2 0.6 0.8 -0.977
C -0.322242 0.002105 -0.401981 0.3 -0.8 1.6 0.119
N -1.396184 -0.928139 -0.101740 0.7 -3.9 0.2 -0.706
C 0.964516 -0.495912 0.377838 -1.6 -0.2 -1.2 -0.715
O 2.078641 0.131225 -0.135037 1.6 0.7 0.2 -0.501
H -1.296470 1.163728 1.093686 1.4 1.2 -2.2 0.217
H -1.390921 2.024536 -0.666314 1.3 -1.3 1.5 0.289
H 0.385396 1.894117 0.220582 -3.1 -0.4 -0.1 0.239
H -0.109584 -0.143704 -1.451952 0.1 0.6 -0.5 0.440
H -1.332707 -1.187372 0.975807 -0.2 0.4 -2.9 0.306
H -1.040637 -1.852611 -0.691431 -1.6 2.5 2.4 0.282
H 1.027407 -1.609608 0.305658 -0.1 0.6 0.0 0.347
H 0.858773 -0.215072 1.423528 0.1 0.0 0.2 0.336
H 2.293455 -0.186692 -1.013921 -0.1 -0.1 0.0 0.324
```
Forces are in eV/Å.

Values from the calculation:
Highest occupied orbital energy, Eh: -0.3367
Multiplicity: 1
Structure (SMILES): C[C@H](N)CO



10.
A 2-piece molecular cluster, C3H9NO overall at a distorted geometry, computed with ωB97M-V/def2-TZVPD.

```
14
Properties=species:S:1:pos:R:3:forces:R:3:mulliken_charge:R:1
C 2.850308 -0.363516 1.928578 1.8 0.9 -0.3 -0.406
C 4.091870 0.083915 1.591931 -2.4 -1.2 0.7 -0.505
H 2.813072 -1.360573 2.385533 -0.4 0.6 0.1 0.205
H 1.956236 0.268721 1.832366 0.3 -0.7 -0.3 0.237
H 4.912063 -0.493899 1.932536 0.8 -0.6 -0.1 0.205
H 4.341609 0.940123 1.017131 -0.2 0.9 -0.1 0.263
N -2.080182 -0.717103 -0.214924 0.1 -0.3 2.1 -0.534
C -1.924528 0.560339 -0.895613 1.7 -2.5 -2.2 -0.205
O -2.516187 0.475506 -2.271344 2.3 -0.9 1.0 -0.541
H -2.829193 -0.604984 0.514332 1.0 -0.5 -1.1 0.235
H -1.239390 -1.135603 0.288733 -1.4 1.2 -1.2 0.240
H -0.846479 0.903033 -0.834831 -1.2 -0.3 -0.7 0.239
H -2.539186 1.251763 -0.492239 -1.7 2.4 1.5 0.274
H -1.983866 -0.237337 -2.717724 -0.9 1.0 0.5 0.293
```
Forces are in eV/Å.

Values from the calculation:
Highest occupied orbital energy, Eh: -0.3637
Multiplicity: 1
Structure (SMILES): C=C.NCO



What did the ninth record say?
A single C3H9NO molecule at a distorted geometry, computed with ωB97M-V/def2-TZVPD.

```
14
Properties=species:S:1:pos:R:3:forces:R:3:mulliken_charge:R:1
C -0.719446 1.403398 0.065281 1.2 0.6 0.8 -0.977
C -0.322242 0.002105 -0.401981 0.3 -0.8 1.6 0.119
N -1.396184 -0.928139 -0.101740 0.7 -3.9 0.2 -0.706
C 0.964516 -0.495912 0.377838 -1.6 -0.2 -1.2 -0.715
O 2.078641 0.131225 -0.135037 1.6 0.7 0.2 -0.501
H -1.296470 1.163728 1.093686 1.4 1.2 -2.2 0.217
H -1.390921 2.024536 -0.666314 1.3 -1.3 1.5 0.289
H 0.385396 1.894117 0.220582 -3.1 -0.4 -0.1 0.239
H -0.109584 -0.143704 -1.451952 0.1 0.6 -0.5 0.440
H -1.332707 -1.187372 0.975807 -0.2 0.4 -2.9 0.306
H -1.040637 -1.852611 -0.691431 -1.6 2.5 2.4 0.282
H 1.027407 -1.609608 0.305658 -0.1 0.6 0.0 0.347
H 0.858773 -0.215072 1.423528 0.1 0.0 0.2 0.336
H 2.293455 -0.186692 -1.013921 -0.1 -0.1 0.0 0.324
```
Forces are in eV/Å.

Values from the calculation:
Highest occupied orbital energy, Eh: -0.3367
Multiplicity: 1
Structure (SMILES): C[C@H](N)CO



- What is the formula in the seventh record?
  C3H9N5



- Which of these has the highest multiplicity?
  number 3